one) This record from the OMol25 dataset describes a cluster of 10 separate species, C19H61N17O10 in total. The level of theory is ωB97M-V with the def2-TZVPD basis set.

Each atom is followed by the atoms it is bonded to, with distances in Å.
Geometry (Å):
1 C 0.5981 -0.1809 0.5056  O2 1.235, N3 1.355, N4 1.352
2 O 0.0353 0.8318 0.0765  C1 1.235
3 N 1.8660 -0.1267 0.9800  C1 1.355, H5 1.010, H6 1.016
4 N 0.0614 -1.4220 0.5239  C1 1.352, H7 1.007, H8 1.003
5 H 2.2651 0.8005 0.9454  N3 1.010
6 H 2.2744 -0.9112 1.4793  N3 1.016
7 H -0.9331 -1.5322 0.6387  N4 1.007
8 H 0.6913 -2.2010 0.5707  N4 1.003
9 C 0.8708 -5.4156 0.2777  O10 1.226, N11 1.358, N12 1.380
10 O 1.2245 -4.8555 -0.7535  C9 1.226
11 N 0.8631 -4.8336 1.5046  C9 1.358, H13 1.017, H14 1.000
12 N 0.3027 -6.6726 0.3184  C9 1.380, H15 1.004, H16 0.999
13 H 1.3810 -3.9589 1.5380  N11 1.017
14 H 0.4882 -5.2631 2.3257  N11 1.000
15 H 0.2798 -7.1584 -0.5602  N12 1.004
16 H 0.1768 -7.0182 1.2469  N12 0.999
17 C 4.7785 1.2563 -2.8908  O18 1.241, N19 1.354, N20 1.343
18 O 5.6576 2.0776 -2.5872  C17 1.241
19 N 3.7255 1.0106 -2.0753  C17 1.354, H21 1.016, H22 1.004
20 N 4.9052 0.4385 -3.9483  C17 1.343, H23 1.004, H24 1.004
21 H 3.6033 1.6500 -1.2953  N19 1.016
22 H 3.1740 0.1857 -2.2261  N19 1.004
23 H 4.3110 -0.3559 -4.1001  N20 1.004
24 H 5.5639 0.6689 -4.6700  N20 1.004
25 C 3.6983 -3.2008 2.0577  O26 1.238, N27 1.359, N28 1.347
26 O 2.5954 -2.6386 2.0214  C25 1.238
27 N 4.1162 -4.0822 1.1110  C25 1.359, H29 1.009, H30 1.001
28 N 4.5810 -3.0399 3.0624  C25 1.347, H31 1.003, H32 1.004
29 H 3.5046 -4.2591 0.3281  N27 1.009
30 H 5.0026 -4.5348 1.2133  N27 1.001
31 H 4.5085 -2.4720 3.8854  N28 1.003
32 H 5.3914 -3.6283 2.9983  N28 1.004
33 C -1.2318 3.3540 2.0939  O34 1.242, N35 1.367, N36 1.336
34 O -1.6673 4.2771 2.8022  C33 1.242
35 N -0.2489 2.5095 2.5281  C33 1.367, H37 1.002, H38 1.006
36 N -1.6775 2.9523 0.8998  C33 1.336, H39 1.005, H40 1.012
37 H 0.0770 2.5523 3.4746  N35 1.002
38 H 0.0306 1.7867 1.8859  N35 1.006
39 H -2.3614 3.5162 0.4271  N36 1.005
40 H -1.0456 2.3005 0.4519  N36 1.012
41 C 6.6708 1.3370 0.9320  O42 1.230, N43 1.368, N44 1.355
42 O 7.3786 1.2584 1.9349  C41 1.230
43 N 6.8615 2.2650 -0.0556  C41 1.368, H45 1.005, H46 1.032
44 N 5.7612 0.3851 0.6101  C41 1.355, H47 1.004, H48 1.003
45 H 7.5619 2.9729 0.0784  N43 1.005
46 H 6.5090 2.2102 -1.0244  N43 1.032
47 H 5.3207 -0.1581 1.3311  N44 1.004
48 H 5.1643 0.6050 -0.1651  N44 1.003
49 C 2.8530 3.9429 0.0192  O50 1.236, N51 1.355, N52 1.353
50 O 2.7654 2.7117 -0.0479  C49 1.236
51 N 1.8065 4.7697 0.2563  C49 1.355, H53 0.998, H54 1.009
52 N 4.0292 4.6077 -0.0568  C49 1.353, H55 0.998, H56 1.012
53 H 1.9845 5.7101 0.5377  N51 0.998
54 H 0.9316 4.2717 0.3266  N51 1.009
55 H 4.0384 5.6021 0.0226  N52 0.998
56 H 4.8205 3.9924 -0.1959  N52 1.012
57 C -4.5493 1.9701 2.8831  C58 1.530, H63 1.093, H64 1.090, H65 1.091
58 C -4.1305 0.5482 3.2610  C57 1.530, C59 1.522, N62 1.478, H66 1.096
59 C -3.1756 0.4942 4.4447  C58 1.522, O60 1.401, H67 1.090, H68 1.098
60 O -2.5570 -0.7419 4.6732  C59 1.401, C61 1.405
61 C -1.7692 -1.2863 3.6455  O60 1.405, H69 1.096, H70 1.098, H71 1.087
62 N -5.3866 -0.1392 3.6292  C58 1.478, H72 1.015, H73 1.016
63 H -3.6719 2.6196 2.8358  C57 1.093
64 H -5.2407 2.4191 3.5955  C57 1.090
65 H -5.0034 2.0227 1.8920  C57 1.091
66 H -3.7316 0.0774 2.3552  C58 1.096
67 H -3.7119 0.7526 5.3578  C59 1.090
68 H -2.4173 1.2685 4.2659  C59 1.098
69 H -1.2573 -0.4987 3.0814  C61 1.096
70 H -2.4209 -1.7330 2.8826  C61 1.098
71 H -1.1257 -2.0816 4.0125  C61 1.087
72 H -5.9689 -0.2517 2.8054  N62 1.015
73 H -5.2060 -1.0911 3.9363  N62 1.016
74 C 1.1190 2.1289 -3.4841  C75 1.524, H80 1.090, H81 1.089, H82 1.090
75 C -0.3522 1.7871 -3.6861  C74 1.524, C76 1.539, N79 1.453, H83 1.096
76 C -0.6668 1.7268 -5.1913  C75 1.539, O77 1.441, H84 1.095, H85 1.094
77 O -0.7002 3.1091 -5.5957  C76 1.441, C78 1.404
78 C -1.4223 3.3842 -6.7673  O77 1.404, H86 1.090, H87 1.096, H88 1.093
79 N -0.7395 0.5298 -3.0692  C75 1.453, H89 1.015, H90 1.015
80 H 1.2129 3.2134 -3.5469  C74 1.090
81 H 1.7397 1.5922 -4.2007  C74 1.089
82 H 1.4122 1.9172 -2.4556  C74 1.090
83 H -0.8943 2.6649 -3.3148  C75 1.096
84 H -1.6220 1.2581 -5.4516  C76 1.095
85 H 0.0712 1.1146 -5.7186  C76 1.094
86 H -1.3301 4.4378 -7.0299  C78 1.090
87 H -2.5018 3.2364 -6.6452  C78 1.096
88 H -1.0832 2.7717 -7.6072  C78 1.093
89 H -0.6514 0.6478 -2.0653  N79 1.015
90 H -1.7273 0.4352 -3.2842  N79 1.015
91 C -3.0156 -3.3969 0.0763  C92 1.505, H97 1.092, H98 1.093, H99 1.092
92 C -3.7302 -2.3375 -0.7185  C91 1.505, C93 1.533, N96 1.490, H100 1.095
93 C -5.0429 -1.7920 -0.1450  C92 1.533, O94 1.403, H101 1.095, H102 1.098
94 O -6.1456 -2.5091 -0.6334  C93 1.403, C95 1.422
95 C -7.3213 -2.4316 0.1621  O94 1.422, H103 1.094, H104 1.093, H105 1.086
96 N -2.7700 -1.2009 -0.7892  C92 1.490, H106 1.018, H107 1.017
97 H -2.0976 -3.7282 -0.4142  C91 1.092
98 H -3.5562 -4.3435 0.1617  C91 1.093
99 H -2.8467 -2.9969 1.0778  C91 1.092
100 H -3.8838 -2.6999 -1.7403  C92 1.095
101 H -5.0994 -0.7282 -0.4001  C93 1.095
102 H -4.9161 -1.8036 0.9456  C93 1.098
103 H -7.6116 -1.3869 0.3096  C95 1.094
104 H -7.0931 -2.8394 1.1504  C95 1.093
105 H -8.1469 -2.9594 -0.3055  C95 1.086
106 H -1.9916 -1.5477 -1.3461  N96 1.018
107 H -3.1659 -0.4932 -1.4032  N96 1.017

Its SMILES is COC[C@H](C)N.COC[C@H](C)N.COC[C@H](C)N.NC(N)=O.NC(N)=O.NC(N)=O.NC(N)=O.NC(N)=O.NC(N)=O.NC(N)=O. Its gap between HOMO and LUMO is 9.063 eV. As for the spin multiplicity: 1.

Here are the Löwdin charges for atoms 1 to 8, given in e: C -0.644; O -0.042; N 0.190; N 0.199; H 0.074; H 0.055; H 0.062; H 0.069

two) This record from the OMol25 dataset describes a cluster of 10 separate species, C19H61N17O10 in total. The level of theory is ωB97M-V with the def2-TZVPD basis set.

Each atom is followed by the atoms it is bonded to, with distances in Å.
Geometry (Å):
1 C 4.0630 -1.5377 0.4324  C2 1.566, H7 1.090, H8 1.090, H9 1.090
2 C 3.1599 -0.7676 1.4533  C1 1.566, C3 1.526, N6 1.459, H10 1.090
3 C 3.9093 -0.2808 2.6901  C2 1.526, O4 1.372, H11 1.090, H12 1.090
4 O 4.4327 -1.4077 3.2726  C3 1.372, C5 1.392
5 C 5.0993 -1.3314 4.4921  O4 1.392, H13 1.090, H14 1.090, H15 1.090
6 N 2.6808 0.4085 0.7352  C2 1.459, H16 1.010, H17 1.010
7 H 3.8341 -1.5457 -0.6333  C1 1.090
8 H 4.1984 -2.5934 0.6675  C1 1.090
9 H 5.0591 -1.1075 0.5365  C1 1.090
10 H 2.3292 -1.3884 1.7890  C2 1.090
11 H 3.2148 0.1926 3.3842  C3 1.090
12 H 4.6828 0.4085 2.3514  C3 1.090
13 H 5.8127 -2.1450 4.6227  C5 1.090
14 H 4.4427 -1.3619 5.3616  C5 1.090
15 H 5.5902 -0.3781 4.6878  C5 1.090
16 H 3.4971 0.9733 0.5493  N6 1.010
17 H 2.3376 0.1007 -0.1635  N6 1.010
18 C 1.8793 7.5413 0.4895  C19 1.526, H24 1.090, H25 1.090, H26 1.090
19 C 1.1304 6.6678 -0.5136  C18 1.526, C20 1.524, N23 1.417, H27 1.090
20 C 1.8006 5.6984 -1.4793  C19 1.524, O21 1.400, H28 1.090, H29 1.090
21 O 0.9180 5.0518 -2.3527  C20 1.400, C22 1.524
22 C 1.4991 3.7150 -2.7970  O21 1.524, H30 1.090, H31 1.090, H32 1.090
23 N 0.3493 5.9132 0.3970  C19 1.417, H33 1.010, H34 1.010
24 H 2.6120 8.1582 -0.0308  C18 1.090
25 H 2.4329 7.0079 1.2622  C18 1.090
26 H 1.2004 8.2891 0.8992  C18 1.090
27 H 0.5561 7.3065 -1.1847  C19 1.090
28 H 2.3000 4.9576 -0.8549  C20 1.090
29 H 2.4899 6.3022 -2.0696  C20 1.090
30 H 1.7283 3.1718 -1.8802  C22 1.090
31 H 2.4116 3.9943 -3.3238  C22 1.090
32 H 0.6565 3.3657 -3.3937  C22 1.090
33 H 0.7196 5.9391 1.3364  N23 1.010
34 H 0.5011 4.9225 0.2723  N23 1.010
35 C -4.6858 -1.9515 3.0726  C36 1.537, H41 1.090, H42 1.090, H43 1.090
36 C -4.4610 -1.4815 1.6269  C35 1.537, C37 1.569, N40 1.455, H44 1.090
37 C -4.0684 -2.6389 0.6424  C36 1.569, O38 1.430, H45 1.090, H46 1.090
38 O -2.7460 -3.1162 0.9034  C37 1.430, C39 1.423
39 C -2.2478 -3.8748 -0.1923  O38 1.423, H47 1.090, H48 1.090, H49 1.090
40 N -5.7093 -1.0336 1.0283  C36 1.455, H50 1.010, H51 1.010
41 H -5.0403 -1.1105 3.6687  C35 1.090
42 H -3.7214 -2.3422 3.3971  C35 1.090
43 H -5.4479 -2.7308 3.0777  C35 1.090
44 H -3.8579 -0.5907 1.4513  C36 1.090
45 H -4.1453 -2.3056 -0.3926  C37 1.090
46 H -4.7697 -3.4699 0.7181  C37 1.090
47 H -1.1967 -4.1479 -0.0990  C39 1.090
48 H -2.1961 -3.3579 -1.1506  C39 1.090
49 H -2.8579 -4.7482 -0.4226  C39 1.090
50 H -5.3987 -1.3230 0.1118  N40 1.010
51 H -5.7211 -0.0341 0.8832  N40 1.010
52 C -0.3454 -2.5600 3.2092  O53 1.176, N54 1.288, N55 1.280
53 O 0.5402 -2.3069 3.9397  C52 1.176
54 N -0.5014 -3.6855 2.6025  C52 1.288, H56 1.010, H57 1.010
55 N -1.2019 -1.7338 2.7377  C52 1.280, H58 1.010, H59 1.010
56 H -1.3777 -3.5887 2.1098  N54 1.010
57 H -0.1844 -4.5785 2.9521  N54 1.010
58 H -1.7467 -2.0551 1.9502  N55 1.010
59 H -1.1193 -0.7568 2.9801  N55 1.010
60 C 1.9081 -4.5822 -2.2234  O61 1.218, N62 1.318, N63 1.366
61 O 2.3946 -3.9524 -3.1453  C60 1.218
62 N 2.1990 -5.8249 -1.8965  C60 1.318, H64 1.010, H65 1.010
63 N 0.9313 -4.1237 -1.3855  C60 1.366, H66 1.010, H67 1.010
64 H 1.7691 -6.2091 -1.0672  N62 1.010
65 H 2.9954 -6.2433 -2.3556  N62 1.010
66 H 0.5314 -3.2218 -1.6016  N63 1.010
67 H 0.6249 -4.6892 -0.6068  N63 1.010
68 C -2.2197 -1.5446 -4.8384  O69 1.219, N70 1.308, N71 1.271
69 O -1.5865 -0.5524 -5.1557  C68 1.219
70 N -3.2082 -1.9499 -5.5922  C68 1.308, H72 1.010, H73 1.010
71 N -1.9375 -2.4118 -3.9527  C68 1.271, H74 1.010, H75 1.010
72 H -3.4030 -1.4813 -6.4654  N70 1.010
73 H -3.8761 -2.6275 -5.2532  N70 1.010
74 H -2.6286 -3.1432 -3.8668  N71 1.010
75 H -1.2312 -2.1910 -3.2653  N71 1.010
76 C 0.5686 2.7284 2.3072  O77 1.209, N78 1.292, N79 1.321
77 O 1.1283 3.3342 1.4236  C76 1.209
78 N -0.3814 3.2746 2.9924  C76 1.292, H80 1.010, H81 1.010
79 N 0.6820 1.4362 2.5564  C76 1.321, H82 1.010, H83 1.010
80 H -0.4588 4.2594 2.7820  N78 1.010
81 H -0.9922 2.7345 3.5885  N78 1.010
82 H 0.2574 1.0790 3.4003  N79 1.010
83 H 1.3456 0.9424 1.9769  N79 1.010
84 C -3.5065 2.3694 1.3951  O85 1.205, N86 1.316, N87 1.249
85 O -2.6649 1.5260 1.5753  C84 1.205
86 N -3.4492 3.3031 0.4698  C84 1.316, H88 1.010, H89 1.010
87 N -4.3996 2.6669 2.2154  C84 1.249, H90 1.010, H91 1.010
88 H -4.0667 4.0786 0.6632  N86 1.010
89 H -2.6863 3.3829 -0.1873  N86 1.010
90 H -4.4809 2.2013 3.1081  N87 1.010
91 H -4.8137 3.5744 2.0573  N87 1.010
92 C 2.4911 -0.8186 -4.6987  O93 1.162, N94 1.305, N95 1.340
93 O 2.3223 0.2806 -5.0354  C92 1.162
94 N 1.5094 -1.6038 -4.3496  C92 1.305, H96 1.010, H97 1.010
95 N 3.6552 -1.4799 -4.7478  C92 1.340, H98 1.010, H99 1.010
96 H 0.6683 -1.0455 -4.3187  N94 1.010
97 H 1.6762 -2.5075 -3.9304  N94 1.010
98 H 4.5197 -1.0388 -5.0275  N95 1.010
99 H 3.8117 -2.3746 -4.3061  N95 1.010
100 C -0.5162 -0.3573 -0.9915  O101 1.243, N102 1.266, N103 1.295
101 O -0.1165 -1.2905 -1.7088  C100 1.243
102 N 0.1269 0.7031 -0.7359  C100 1.266, H104 1.010, H105 1.010
103 N -1.6485 -0.4421 -0.3693  C100 1.295, H106 1.010, H107 1.010
104 H 1.0110 0.9595 -1.1516  N102 1.010
105 H -0.3116 1.3024 -0.0514  N102 1.010
106 H -1.9804 -1.3960 -0.3698  N103 1.010
107 H -1.8847 0.2482 0.3291  N103 1.010

Its SMILES is COC[C@H](C)N.COC[C@H](C)N.COC[C@H](C)N.NC(N)=O.NC(N)=O.NC(N)=O.NC(N)=O.NC(N)=O.NC(N)=O.NC(N)=O. Its gap between HOMO and LUMO is 8.244 eV. As for the spin multiplicity: 1.

Here are the Löwdin charges for atoms 1 to 8, given in e: C -0.039; C -0.381; C -0.224; O -0.170; C -0.111; N 0.025; H 0.071; H 0.069

Stability comparison, relative energies in kcal/mol: one) 0.0; two) 136.0

one) This record from the OMol25 dataset describes the molecule C2H2ClNS. The level of theory is ωB97M-V with the def2-TZVPD basis set.

Each atom is followed by the atoms it is bonded to, with distances in Å.
Geometry (Å):
1 C -0.0834 1.0044 0.0139  C2 1.454, N3 1.161
2 C 0.4859 -0.3131 -0.2178  C1 1.454, S4 1.900, Cl5 1.768, H6 1.205
3 N -0.4349 2.0959 0.1968  C1 1.161
4 S -0.7569 -1.5630 0.4903  C2 1.900, H7 1.302
5 Cl 2.1106 -0.2643 0.4767  C2 1.768
6 H 0.4614 -0.1988 -1.4168  C2 1.205
7 H -1.7827 -0.7611 0.4569  S4 1.302

Its SMILES is N#C[C@H](S)Cl. Its gap between HOMO and LUMO is 10.692 eV. As for the spin multiplicity: 1.

Quick look at the natural (NBO) charges, all values in e: C 0.216; C -0.450; N -0.280; S 0.041; Cl 0.056; H 0.280; H 0.137

two) This record from the OMol25 dataset describes a cluster of 2 separate species, C2H2ClNS in total. The level of theory is ωB97M-V with the def2-TZVPD basis set.

Each atom is followed by the atoms it is bonded to, with distances in Å.
Geometry (Å):
1 C -0.8990 1.3994 -0.5127  C2 1.409, N3 1.119
2 C -1.1830 0.0772 -0.1159  C1 1.409, S4 1.780, Cl5 1.779
3 N -0.7302 2.4647 -0.8098  C1 1.119
4 S -0.4372 -1.1839 -1.1268  C2 1.780, H7 1.235
5 Cl -2.8809 -0.2789 0.2780  C2 1.779
6 H 0.0092 -0.1275 1.6711  no bonds
7 H 0.7003 -0.7028 -1.1160  S4 1.235

Its gap between HOMO and LUMO (alpha / beta) is 8.514 / 8.191 eV. As for the spin multiplicity: 1.

Quick look at the natural (NBO) charges, all values in e: C 0.154; C -0.305; N -0.237; S 0.147; Cl 0.063; H 0.068; H 0.109

Stability comparison, relative energies in kcal/mol: one) 0.0; two) 77.8